1.
{
  "formula": "CHN4O2",
  "method": "ωB97M-V/def2-TZVPD",
  "lumo_ev": [2.9, 3.8],
  "max_force_ev_per_a": 2.59,
  "relative_energy_kcal_mol": 181.0,
  "total_charge": -1,
  "elements": ["C", "N", "N", "N", "N", "O", "O", "H"],
  "coordinates": [[0.49, -0.14, 0.01], [0.92, 1.05, -0.25], [1.16, -0.86, 0.85], [2.10, 1.08, 0.37], [2.21, -0.04, 1.03], [-2.53, -0.47, -0.20], [-1.70, -0.94, -1.14], [-2.65, 0.33, -0.66]],
  "lowdin_charge": [-0.312, -0.105, -0.071, -0.160, -0.185, -0.083, -0.139, 0.056]
}



2.
{
  "formula": "CHN4O2",
  "method": "ωB97M-V/def2-TZVPD",
  "lumo_ev": 4.1,
  "max_force_ev_per_a": 6.28,
  "relative_energy_kcal_mol": 130.2,
  "total_charge": -1,
  "smiles": "N#CNN=[N+]([O-])[O-]",
  "elements": ["N", "C", "N", "N", "N", "O", "O", "H"],
  "coordinates": [[2.48, 1.88, -0.30], [1.56, 1.20, -0.11], [0.33, 0.26, 0.65], [-0.77, 1.08, 0.66], [-1.81, 0.75, -0.13], [-1.73, -0.13, -0.98], [-2.90, 1.30, 0.08], [0.38, -0.43, 0.02]],
  "lowdin_charge": [0.008, -0.215, -0.005, -0.080, -0.546, -0.073, -0.082, -0.006]
}



3.
{
  "formula": "CHN4OS",
  "method": "ωB97M-V/def2-TZVPD",
  "lumo_ev": [-8.8, -8.2],
  "max_force_ev_per_a": 4.92,
  "relative_energy_kcal_mol": 60.0,
  "total_charge": 1,
  "elements": ["C", "N", "N", "N", "N", "O", "S", "H"],
  "coordinates": [[0.68, 0.76, 0.02], [-1.19, -0.94, -0.09], [-0.08, -1.46, 0.03], [-1.39, 0.24, 0.08], [0.95, -0.60, 0.02], [2.10, -0.96, -0.12], [1.19, 2.21, -0.03], [-2.28, 0.75, 0.09]],
  "lowdin_charge": [-0.498, -0.022, 0.137, 0.176, -0.253, 0.197, 1.105, 0.158]
}